[1]
Below is a structure of composition C56H80KO5PSSb2Si2, with properties calculated with ωB97M-V/def2-TZVPD.

Results
- frontier orbital gap (eV) = 2.976
- total charge = -2
- energy relative to the best compared isomer or geometry (same formula, charge and spin) (eV) = 1.8154
- E_LUMO (eV) = 3.3262

Each line ends with the Mulliken charge.
Element x y z (Å)
K: -1.7607 0.3303 0.0076  -0.396
C: -2.9424 -4.7990 3.0809  -1.565
Si: -3.3118 -3.1387 2.1153  -0.117
C: -5.0190 -2.6693 2.9137  -1.169
C: -3.8434 -4.0622 0.4682  0.912
C: -4.8593 -5.0221 0.5931  -0.404
C: -5.2641 -5.8402 -0.4475  -0.824
C: -4.6388 -5.7166 -1.6792  -0.852
C: -3.6344 -4.7754 -1.8252  -0.515
C: -3.2114 -3.9338 -0.7858  0.691
Si: -1.8659 -2.5754 -1.1999  0.384
C: -2.9450 -1.6433 -2.5467  -0.907
C: -0.6968 -3.5227 -2.4466  -1.025
H: -3.8280 -5.4340 3.1927  0.449
H: -2.5329 -4.6193 4.0732  0.283
H: -2.1951 -5.3777 2.5303  0.300
H: -5.8445 -3.3427 2.6710  0.416
H: -5.3097 -1.6588 2.6196  0.193
H: -4.9153 -2.6587 4.0041  0.289
H: -5.3460 -5.1511 1.5531  0.114
H: -6.0549 -6.5706 -0.2967  0.323
H: -4.9332 -6.3433 -2.5175  0.349
H: -3.1716 -4.6795 -2.8005  0.120
H: -3.3972 -2.3289 -3.2735  0.582
H: -2.3295 -0.9265 -3.1015  -0.424
H: -3.7543 -1.0822 -2.0747  0.366
H: -1.1873 -4.1881 -3.1633  0.485
H: 0.0604 -4.1073 -1.9170  0.222
H: -0.1611 -2.7645 -3.0277  -0.192
C: -0.0212 -0.8210 3.3322  0.197
C: 0.2038 -2.3182 3.2886  0.383
C: 1.5938 -2.6913 2.8029  -1.724
Sb: 1.9944 -1.9494 0.8150  0.839
C: 3.6630 -3.2928 0.4732  0.365
C: 4.8578 -2.8341 -0.0833  -0.214
C: 5.8784 -3.7112 -0.4180  -0.824
C: 5.7217 -5.0751 -0.2064  -0.408
C: 4.5375 -5.5501 0.3394  -0.567
C: 3.5207 -4.6661 0.6711  -0.564
C: 3.2628 -0.3361 1.5030  0.270
C: 4.3886 -0.5340 2.3020  -0.534
C: 5.1376 0.5392 2.7598  -0.709
C: 4.7641 1.8363 2.4331  -0.823
C: 3.6398 2.0499 1.6514  -0.546
C: 2.8996 0.9685 1.1877  -0.050
Sb: -2.0074 -0.2041 4.0101  1.327
C: -1.2032 1.8190 4.5001  0.820
C: -2.1682 2.8244 4.5817  -0.776
C: -1.8257 4.1550 4.7715  -0.601
C: -0.4895 4.5249 4.8570  -0.652
C: 0.4900 3.5486 4.7634  -0.324
C: 0.1313 2.2158 4.5898  -0.822
C: -1.5824 -0.9956 6.0242  -0.052
C: -0.7197 -0.4323 6.9622  0.025
C: -0.5048 -1.0285 8.1985  -0.748
C: -1.1510 -2.2084 8.5310  -0.346
C: -2.0248 -2.7799 7.6182  -0.658
C: -2.2369 -2.1735 6.3882  -0.194
H: 0.1175 -0.3817 2.3379  -0.727
H: 0.7027 -0.3521 4.0001  0.227
H: -0.5556 -2.7618 2.6424  -0.407
H: 0.0501 -2.7481 4.2852  0.529
H: 1.7039 -3.7763 2.7715  0.599
H: 2.3823 -2.2950 3.4505  0.529
H: 5.0006 -1.7712 -0.2468  0.362
H: 6.7985 -3.3301 -0.8464  0.381
H: 6.5159 -5.7631 -0.4693  0.365
H: 4.4016 -6.6124 0.5020  0.388
H: 2.6006 -5.0610 1.0853  0.314
H: 4.6892 -1.5421 2.5672  0.426
H: 6.0090 0.3652 3.3809  0.388
H: 5.3397 2.6766 2.8020  0.341
H: 3.3195 3.0566 1.4183  0.504
H: 2.0019 1.1540 0.6108  0.177
H: -3.2145 2.5596 4.4708  0.433
H: -2.6011 4.9103 4.8292  0.406
H: -0.2156 5.5662 4.9814  0.360
H: 1.5384 3.8200 4.8177  0.423
H: 0.9264 1.4814 4.5261  0.266
H: -0.2044 0.4934 6.7380  0.242
H: 0.1732 -0.5643 8.9067  0.369
H: -0.9787 -2.6760 9.4941  0.329
H: -2.5432 -3.6996 7.8609  0.402
H: -2.9337 -2.6278 5.6986  0.173
O: -0.2685 1.1486 -1.5671  1.518
P: 0.4400 1.8460 -2.6793  -0.301
C: 0.3229 3.6571 -2.3613  0.499
C: 0.3947 4.6951 -3.4893  -1.036
C: 1.8022 5.1772 -3.8210  -0.602
C: 2.5335 5.6416 -2.5636  -1.293
C: 2.5616 4.5444 -1.5033  -0.133
C: 1.1536 4.0845 -1.1417  -0.224
C: 2.1707 1.2089 -2.6358  2.421
C: 3.2917 1.6421 -3.5913  -1.229
C: 3.3807 0.8503 -4.8922  -0.684
C: 3.4030 -0.6496 -4.6356  -1.144
C: 2.1844 -1.0636 -3.8221  -0.688
C: 2.1426 -0.3261 -2.4900  -1.008
C: -0.5187 1.4896 -4.1990  1.148
C: -1.9493 2.0241 -3.9964  -1.174
C: -2.8943 1.4407 -5.0495  -0.596
C: -2.2435 1.3733 -6.4427  -0.775
C: -1.0552 2.3222 -6.5478  -1.046
C: 0.0480 1.8889 -5.5776  -0.816
H: -0.7226 3.6367 -2.0265  0.480
H: -0.1820 5.5638 -3.1472  0.572
H: -0.1074 4.3407 -4.3872  0.069
H: 1.7430 5.9907 -4.5500  0.489
H: 2.3698 4.3770 -4.3022  0.164
H: 2.0081 6.5117 -2.1554  0.408
H: 3.5467 5.9688 -2.8092  0.491
H: 3.0647 4.9028 -0.6018  0.477
H: 3.1520 3.7033 -1.8707  -0.012
H: 0.6340 4.9194 -0.6575  0.910
H: 1.1675 3.2847 -0.3926  -0.896
H: 2.4230 1.6091 -1.6429  -1.091
H: 4.2300 1.4898 -3.0454  0.551
H: 3.2421 2.7076 -3.8083  0.192
H: 4.2723 1.1647 -5.4438  0.455
H: 2.5261 1.0845 -5.5249  0.019
H: 4.3070 -0.9095 -4.0745  0.353
H: 3.4467 -1.1956 -5.5812  0.500
H: 2.1893 -2.1374 -3.6318  0.566
H: 1.2735 -0.8613 -4.3938  0.085
H: 3.0247 -0.6170 -1.9095  0.419
H: 1.2702 -0.6314 -1.9122  0.247
H: -0.6043 0.3975 -4.1460  -0.120
H: -1.9486 3.1148 -4.0638  0.482
H: -2.3109 1.7631 -3.0009  -0.018
H: -3.7995 2.0507 -5.0845  0.491
H: -3.2016 0.4449 -4.7309  0.128
H: -2.9796 1.5936 -7.2187  0.461
H: -1.8874 0.3570 -6.6362  0.377
H: -1.3773 3.3456 -6.3305  0.306
H: -0.6573 2.3314 -7.5661  0.525
H: 0.8024 2.6748 -5.4958  0.105
H: 0.5530 1.0236 -6.0120  0.540
O: 0.1970 2.3469 1.4298  0.365
H: -0.7759 2.3659 1.3592  0.171
H: 0.3333 2.2349 2.3803  -0.235
C: -3.9542 3.8544 0.8949  -0.912
S: -3.8274 2.0888 1.1074  1.082
O: -3.9323 1.5241 -0.2343  -0.761
O: -4.8752 1.7274 2.0304  -0.711
O: -2.4681 1.8859 1.6504  -1.275
H: -4.9270 4.0660 0.4616  0.387
H: -3.1619 4.1870 0.2310  0.098
H: -3.8571 4.3242 1.8678  0.251

[2]
Below is a cluster of 14 separate species, C56H84O42 in total, with properties calculated with ωB97M-V/def2-TZVPD.

Results
- frontier orbital gap (eV) = 9.634
- energy relative to the best compared isomer or geometry (same formula, charge and spin) (eV) = 9.4234
- E_LUMO (eV) = -0.6366

Each line ends with the Mulliken charge.
Element x y z (Å)
C: -17.7952 10.1982 -14.1010  -1.539
C: -18.1695 9.5237 -15.4506  0.790
C: -19.5628 8.9455 -15.6460  1.198
O: -19.9826 9.5017 -16.8657  -0.229
C: -19.0332 10.2326 -17.3979  0.504
O: -18.9567 10.6365 -18.5829  -0.647
O: -18.0569 10.4060 -16.5189  -0.437
H: -18.5790 10.8877 -13.7875  0.488
H: -16.9149 10.8392 -14.1475  0.429
H: -17.8226 9.4035 -13.3555  0.084
H: -17.3307 8.8579 -15.6537  -0.146
H: -20.1490 9.2378 -14.7748  -0.480
H: -19.5264 7.8570 -15.5998  -0.105
C: -22.0558 7.3325 -13.1860  -1.313
C: -22.7841 7.0796 -11.8841  2.064
C: -22.5491 8.0836 -10.6755  0.142
O: -23.8332 8.4592 -10.2596  0.245
C: -24.7749 7.8205 -10.9984  -0.275
O: -26.0045 7.8931 -10.7192  -0.657
O: -24.1617 7.2290 -12.0878  0.635
H: -22.3079 6.5906 -13.9437  0.212
H: -20.9881 7.2716 -12.9754  0.494
H: -22.1962 8.3676 -13.4973  -0.106
H: -22.6680 6.0425 -11.5694  -1.027
H: -21.9391 8.9398 -10.9634  0.194
H: -21.9569 7.6144 -9.8898  -0.414
C: -28.8240 9.9348 -7.6208  -1.631
C: -28.0076 10.9642 -8.3940  0.806
C: -27.5224 10.6825 -9.6973  0.769
O: -27.8547 11.8792 -10.4059  -0.312
C: -28.6820 12.6378 -9.7172  0.585
O: -29.1275 13.7065 -10.1078  -0.616
O: -28.8698 12.0638 -8.5262  -0.376
H: -28.5173 8.8889 -7.6310  0.355
H: -29.8294 9.8956 -8.0399  0.436
H: -28.7963 10.2720 -6.5846  0.379
H: -27.1869 11.1455 -7.6999  0.010
H: -27.9470 9.7560 -10.0840  0.068
H: -26.4439 10.5609 -9.5971  -0.518
C: -23.0844 5.2653 -4.9141  -1.741
C: -22.4703 6.0252 -6.1375  1.585
C: -21.1166 6.4916 -5.9875  -0.519
O: -20.6947 6.3840 -7.3220  -0.265
C: -21.4236 5.4954 -8.0460  0.361
O: -21.1089 4.9697 -9.1687  -0.219
O: -22.4796 5.1454 -7.2260  -0.185
H: -22.6447 5.6224 -3.9828  0.416
H: -22.9606 4.1824 -4.9256  0.380
H: -24.1337 5.4986 -4.7337  0.418
H: -23.1348 6.8819 -6.2496  -0.824
H: -20.4805 5.7531 -5.4996  0.369
H: -21.1662 7.4773 -5.5247  0.327
C: -24.4639 3.2483 -10.1474  -1.333
C: -24.0004 2.1639 -9.1600  0.229
C: -24.3290 0.7615 -9.6441  -0.569
O: -23.1668 0.0794 -9.1876  -0.418
C: -22.1178 0.8306 -9.1243  0.540
O: -20.9980 0.4550 -8.9681  -0.564
O: -22.5814 2.1390 -9.1046  -0.153
H: -24.0282 4.2343 -9.9857  0.142
H: -25.4750 3.6399 -10.0360  0.574
H: -24.5062 2.9147 -11.1842  0.488
H: -24.4074 2.2907 -8.1568  0.369
H: -24.4903 0.5551 -10.7022  0.324
H: -25.2338 0.4610 -9.1158  0.354
C: -24.1072 11.3002 -12.8839  -1.606
C: -24.0336 11.4470 -14.4097  0.626
C: -22.6279 11.9394 -14.8477  -0.744
O: -22.2639 11.0332 -15.8113  -0.330
C: -23.1166 10.0189 -15.9940  0.305
O: -22.8953 9.1863 -16.8273  -0.493
O: -24.1228 10.2306 -15.1144  0.167
H: -25.0880 11.5074 -12.4560  -0.060
H: -23.3470 11.8965 -12.3792  0.786
H: -23.7536 10.3182 -12.5700  0.419
H: -24.7358 12.2274 -14.7030  0.361
H: -21.8824 11.9469 -14.0526  0.216
H: -22.7110 12.9899 -15.1265  0.348
C: -27.2233 9.6148 -12.9510  0.644
C: -28.0550 10.7189 -13.4021  0.382
C: -27.5098 11.6388 -14.4531  0.247
O: -28.5019 11.7840 -15.4435  -0.415
C: -29.3176 10.7313 -15.3058  0.548
O: -30.1596 10.3351 -16.1785  -0.628
O: -29.1087 10.1017 -14.1417  -0.392
H: -26.6538 9.9652 -12.0902  -0.670
H: -26.4175 9.3523 -13.6364  -0.563
H: -27.7597 8.7009 -12.6958  0.411
H: -28.5089 11.3347 -12.6257  0.383
H: -26.6321 11.1875 -14.9157  -0.326
H: -27.3219 12.6116 -13.9988  0.472
C: -26.7799 4.7064 -12.4819  -0.085
C: -27.8846 3.9319 -11.7812  0.352
C: -29.2256 3.9440 -12.5213  -0.300
O: -29.5479 2.5318 -12.4826  -0.370
C: -28.4986 1.8189 -12.0886  0.559
O: -28.4392 0.6184 -12.1025  -0.590
O: -27.5002 2.6110 -11.7402  -0.234
H: -26.7759 4.3566 -13.5142  0.381
H: -25.7826 4.6166 -12.0513  -0.617
H: -27.0078 5.7701 -12.5516  -0.001
H: -28.0420 4.3012 -10.7678  0.358
H: -29.2160 4.2482 -13.5679  0.192
H: -29.9941 4.5676 -12.0645  0.317
C: -25.3056 7.1235 -15.3096  -0.943
C: -26.6734 7.6288 -15.7294  1.342
C: -26.8535 7.2308 -17.1698  -0.285
O: -28.1838 6.8057 -17.1806  -0.340
C: -28.6248 6.6153 -15.9261  0.513
O: -29.7868 6.2514 -15.6826  -0.639
O: -27.7281 7.0469 -15.1022  -0.229
H: -25.0709 7.4062 -14.2834  -0.474
H: -24.4929 7.4372 -15.9647  -0.140
H: -25.2471 6.0370 -15.3735  0.886
H: -26.7829 8.7098 -15.6426  -0.485
H: -26.1783 6.4879 -17.5945  0.180
H: -26.6443 8.0310 -17.8797  0.319
C: -18.4677 7.4597 -10.2383  -0.704
C: -18.8021 8.5144 -9.1943  0.583
C: -17.7898 9.6080 -9.0528  -0.511
O: -18.5800 10.7928 -9.0216  -0.414
C: -19.7908 10.5273 -9.5147  0.233
O: -20.5370 11.4348 -9.7470  -0.540
O: -19.9877 9.2248 -9.5466  0.456
H: -17.5755 6.8342 -10.2079  0.453
H: -18.3492 8.0708 -11.1331  -0.088
H: -19.2222 6.6762 -10.3088  -0.144
H: -18.9593 8.1841 -8.1675  0.099
H: -17.0886 9.6498 -9.8863  0.263
H: -17.3135 9.5269 -8.0758  0.343
C: -14.6543 7.4677 -15.1597  -1.438
C: -15.1657 6.1026 -14.5883  0.307
C: -14.9394 6.1915 -13.0373  -0.644
O: -16.2536 5.8264 -12.5484  -0.367
C: -17.1853 5.9654 -13.4412  0.334
O: -18.3929 5.8385 -13.3234  -0.020
O: -16.6167 6.2153 -14.5856  -0.314
H: -15.0132 7.5517 -16.1854  0.364
H: -13.5666 7.4056 -15.1938  0.471
H: -14.8954 8.3925 -14.6356  0.333
H: -14.8630 5.1313 -14.9795  0.402
H: -14.6101 7.1326 -12.5969  0.303
H: -14.0859 5.5635 -12.7822  0.383
C: -23.9622 9.3141 -7.3138  -0.274
C: -23.2343 10.3944 -6.4822  0.868
C: -22.6600 11.4597 -7.3494  0.154
O: -22.9232 12.6459 -6.6035  -0.425
C: -23.7577 12.4277 -5.5766  0.642
O: -24.1813 13.2255 -4.7224  -0.593
O: -24.1704 11.1587 -5.7331  -0.426
H: -24.7345 9.6600 -8.0008  -0.425
H: -24.3626 8.6021 -6.5922  0.455
H: -23.3428 8.6512 -7.9179  -0.227
H: -22.5111 9.9086 -5.8272  0.065
H: -23.1642 11.5056 -8.3146  0.135
H: -21.5768 11.4223 -7.4650  0.044
C: -22.0246 2.8395 -18.6607  -1.449
C: -22.3872 3.8643 -17.5207  0.536
C: -21.5698 5.0965 -17.3189  0.539
O: -22.3657 6.1488 -17.9641  -0.253
C: -23.4706 5.6702 -18.4285  0.641
O: -24.2998 6.2658 -19.1480  -0.660
O: -23.5703 4.4060 -18.0068  -0.421
H: -21.5128 3.3226 -19.4930  0.319
H: -22.9152 2.2607 -18.9055  0.357
H: -21.3522 2.2402 -18.0468  0.401
H: -22.4722 3.3790 -16.5484  0.230
H: -20.5754 4.9649 -17.7454  0.300
H: -21.5650 5.3202 -16.2522  -0.460
C: -19.3348 2.8377 -11.1718  -1.373
C: -20.4405 2.7276 -12.2709  0.467
C: -21.2582 3.9313 -12.5194  1.753
O: -20.9476 4.1393 -13.9165  0.141
C: -20.0128 3.3459 -14.3092  0.272
O: -19.5486 3.3593 -15.4845  -0.672
O: -19.7413 2.4048 -13.4300  -0.346
H: -18.7523 1.9192 -11.2435  0.544
H: -19.7536 2.8635 -10.1658  0.206
H: -18.6748 3.6952 -11.3030  0.093
H: -20.9288 1.8403 -11.8677  0.053
H: -20.8390 4.7294 -11.9067  -0.720
H: -22.2632 3.7268 -12.1501  -0.534